Record 1
Below is a molecular structure, C10H22F6N3O6S2Ti in a non-equilibrium geometry, with properties calculated with ωB97M-V/def2-TZVPD.

Values from the calculation:
frontier orbital gap (spin up / spin down)	0.2043 / 0.2206	hartree
LUMO energy (spin up / spin down)	-2.45 / -7.91	eV
E	-88559.82603	eV
charge	+1
2S+1	5

Cartesian coordinates (Å):
Ti: -0.11351 0.11200 0.16175
C: -3.17072 -2.49050 -1.34030
F: -4.45691 -2.67580 -1.44663
F: -2.56810 -3.68229 -1.55937
F: -2.81594 -1.59679 -2.22589
S: -2.66910 -1.96607 0.42771
O: -3.06448 -0.57727 0.40900
O: -3.37334 -2.84932 1.33120
N: -0.93380 -1.93459 0.46965
S: -0.49443 -3.12295 1.39739
O: -0.86834 -2.93693 2.81184
O: -0.75811 -4.42142 0.75309
C: 1.42361 -3.03877 1.33606
F: 1.69776 -2.84005 0.02096
F: 1.91213 -2.05294 2.13079
F: 1.89475 -4.22311 1.76437
C: 1.71153 -0.60625 -3.59005
C: 1.29241 -0.49907 -2.16306
C: 2.46973 -0.00567 -1.31652
O: 2.16179 0.19193 0.03475
C: 3.20046 0.69566 0.86006
N: 0.18711 0.44100 -2.08596
H: 1.88625 0.40132 -3.96737
H: 0.89178 -0.98195 -4.20239
H: 2.50896 -1.32381 -3.78322
H: 0.90730 -1.46408 -1.83359
H: 2.83398 0.96168 -1.66240
H: 3.28105 -0.71740 -1.46916
H: 2.78405 0.46815 1.84135
H: 3.25786 1.77040 0.68760
H: 4.16513 0.28486 0.56214
H: 0.62369 1.32756 -2.29453
H: -0.46801 0.30655 -2.84282
C: 0.79857 3.09721 1.72951
C: -0.42669 2.26699 2.27402
C: -1.69227 2.44386 1.46747
O: -1.40259 2.08250 0.15922
C: -2.37938 2.31987 -0.87000
N: -0.08420 0.87405 2.40014
H: 1.22739 2.62854 0.84376
H: 1.53602 3.16333 2.52944
H: 0.50952 4.07580 1.34621
H: -0.66179 2.70683 3.24323
H: -2.09038 3.45747 1.51429
H: -2.50585 1.80166 1.80477
H: -2.70053 3.35938 -0.80379
H: -3.21821 1.62673 -0.80662
H: -1.71275 2.12957 -1.71113
H: 0.44843 0.59813 3.21271
H: -0.98202 0.41418 2.45055

Atomic partial charges in e from the natural (NBO) method, atoms 1 to 5:
1. Ti 0.9398
2. C 0.7813
3. F -0.2783
4. F -0.3146
5. F -0.2945

Record 2
Below is a molecular structure, C10H22FO8S2Tl in a non-equilibrium geometry, with properties calculated with ωB97M-V/def2-TZVPD.

Values from the calculation:
frontier orbital gap	0.0903	hartree
LUMO energy	-14.09	eV
energy above the lowest of the compared OMol25 structures with the same formula, charge and spin	223.2	kJ/mol
E	-56161.41735	eV
charge	+2

Cartesian coordinates (Å):
Tl: -4.24745 0.64145 -0.30950
F: -1.64177 -0.59571 -0.62184
O: -3.23118 1.75452 -2.82836
C: -2.28958 1.89803 -3.68774
O: -2.50530 2.16916 -4.98991
C: -1.29915 2.44891 -5.62485
C: -0.27535 1.69198 -4.84415
C: -0.76829 1.84940 -3.42895
H: -1.15308 3.52756 -5.68193
H: -1.31248 2.05097 -6.63953
H: 0.68697 2.20266 -4.87921
H: -0.13682 0.68463 -5.23681
H: -0.40076 2.79416 -3.02842
H: -0.54436 1.02189 -2.75576
O: -3.03270 -0.64803 2.10795
S: -3.04722 -1.21658 3.49679
O: -3.92542 -2.29239 3.98031
O: -1.49558 -1.66841 3.79224
C: -0.49474 -0.99085 3.04133
C: 0.77225 -1.80572 3.39913
C: -3.18385 0.10225 4.79063
H: -0.51652 0.07820 3.25285
H: -0.73477 -1.13259 1.98757
H: 1.68570 -1.44156 2.92892
H: 0.59093 -2.81875 3.04000
H: 1.03278 -1.90226 4.45313
H: -2.33480 -0.03624 5.45999
H: -4.18848 -0.05109 5.18474
H: -3.18160 1.11621 4.39066
O: 3.30878 1.87768 1.03655
S: 3.10136 0.91712 -0.03287
O: 3.96927 0.79879 -1.19633
O: 2.85303 -0.63983 0.61956
C: 3.08041 -1.75149 -0.19113
C: 3.40886 -2.94083 0.68061
C: 1.45333 1.28795 -0.61082
H: 3.87684 -1.58037 -0.91538
H: 2.21707 -1.97166 -0.81904
H: 2.67984 -2.96395 1.49060
H: 4.30636 -2.63673 1.21924
H: 3.45552 -3.91613 0.19615
H: 1.42352 0.84555 -1.60656
H: 1.29043 2.35851 -0.73513
H: 0.74805 0.88358 0.11524

Atomic partial charges in e from the natural (NBO) method, atoms 1 to 5:
1. Tl 1.0480
2. F -0.4134
3. O -0.4784
4. C 0.8283
5. O -0.3854

Record 3
Below is a molecular structure, C10H22IN2O4Sb in a non-equilibrium geometry, with properties calculated with ωB97M-V/def2-TZVPD.

Values from the calculation:
frontier orbital gap	0.1971	hartree
LUMO energy	4.83	eV
E	-36529.65883	eV
charge	-2

Cartesian coordinates (Å):
C: 2.73770 -2.94550 1.09922
C: 2.56075 -1.32678 1.04600
N: 1.16969 -1.04546 1.39778
Sb: -0.16296 -0.41610 -0.04082
I: -1.21694 -3.05326 -0.00951
C: 0.75820 1.64169 -0.00568
O: 1.54441 1.96912 -1.16893
C: 2.94154 2.11749 -0.86628
C: 3.85335 1.88154 -2.18678
C: -1.54296 0.19723 1.62838
C: -2.99093 0.64822 1.16203
O: -3.62035 1.44523 1.94395
N: -3.71608 0.21790 -0.03547
C: -4.29395 -1.15623 0.18060
C: -4.82044 1.14110 -0.40293
C: 1.03537 -1.07920 -1.79357
O: 1.71648 -2.17875 -1.85134
O: 1.04454 -0.35637 -2.99533
H: 1.98432 -3.47524 0.42740
H: 2.61326 -3.32929 2.18055
H: 3.80861 -3.18187 0.78783
H: 3.00930 -0.86165 0.11304
H: 3.22490 -0.95589 1.92437
H: 1.18455 -0.31240 2.13297
H: -1.36178 0.13544 -1.16268
H: -0.11011 2.40677 0.05156
H: 1.41202 1.79458 0.92848
H: 3.23018 1.31433 -0.10962
H: 3.19791 3.12747 -0.36126
H: 3.32055 2.45354 -3.03220
H: 4.87522 2.38848 -2.06105
H: 3.96125 0.78167 -2.45646
H: -1.01877 1.05908 2.16050
H: -1.62304 -0.71645 2.30374
H: -5.43626 -1.18603 0.11871
H: -3.90069 -1.83673 -0.65744
H: -3.99144 -1.51047 1.22057
H: -5.03443 1.01216 -1.52327
H: -4.55142 2.25135 -0.26296
H: -5.79152 0.93928 0.17593

Atomic partial charges in e from the natural (NBO) method, atoms 1 to 5:
1. C -0.6161
2. C -0.2109
3. N -1.0461
4. Sb 1.5312
5. I -0.5830

Record 4
Below is a molecular structure, C10H22OS5Sm in a non-equilibrium geometry, with properties calculated with ωB97M-V/def2-TZVPD.

Values from the calculation:
frontier orbital gap (spin up / spin down)	0.2933 / 0.3415	hartree
LUMO energy (spin up / spin down)	-11.58 / -10.25	eV
energy above the lowest of the compared OMol25 structures with the same formula, charge and spin	0.0	kJ/mol
E	-84829.54136	eV
charge	+3
2S+1	6

Cartesian coordinates (Å):
Sm: 0.00863 0.07953 0.16652
C: -2.85576 -2.04669 1.39469
C: -2.60872 -0.91495 2.38132
S: -2.47159 0.65930 1.48958
C: -1.98945 1.85364 2.78042
C: -0.81182 1.47697 3.66385
S: 0.76698 1.20361 2.77478
C: 1.43722 -0.26123 3.64294
C: 2.41070 -1.05620 2.79111
S: 1.71526 -1.89609 1.33053
C: 0.51336 -3.06457 2.02679
C: -0.42132 -3.57128 0.93993
S: -1.53742 -2.34852 0.17027
H: -3.75472 -1.86979 0.80325
H: -3.01704 -2.98526 1.92736
H: -1.71098 -1.08849 2.97419
H: -3.45647 -0.83336 3.06419
H: -2.86911 2.01307 3.40601
H: -1.82927 2.78833 2.24085
H: -1.00883 0.57731 4.24449
H: -0.64714 2.28438 4.37695
H: 0.59368 -0.86471 3.97391
H: 1.95062 0.09406 4.53638
H: 2.89015 -1.82686 3.39614
H: 3.21814 -0.43797 2.39635
H: -0.03149 -2.60247 2.84789
H: 1.08220 -3.90346 2.43065
H: -1.05958 -4.36411 1.33192
H: 0.12744 -4.00486 0.10264
C: 0.32324 0.17402 -4.59851
S: -0.51085 -0.63361 -3.26484
C: -2.11336 0.10879 -3.33940
O: 0.17230 -0.01142 -1.95567
H: 0.19379 1.25226 -4.52371
H: -0.11887 -0.22850 -5.51454
H: 1.37010 -0.12173 -4.54220
H: -2.67012 -0.41914 -4.11683
H: -2.03116 1.17140 -3.56294
H: -2.60456 -0.06878 -2.38560

Atomic partial charges in e from the Löwdin method, atoms 1 to 5:
1. Sm 1.3638
2. C -0.4612
3. C -0.4772
4. S 0.8497
5. C -0.4621

Record 5
Below is a molecular structure, C10H23AuN9O6 in a non-equilibrium geometry, with properties calculated with ωB97M-V/def2-TZVPD.

Values from the calculation:
frontier orbital gap (spin up / spin down)	0.1933 / 0.2005	hartree
LUMO energy (spin up / spin down)	-5.42 / -5.55	eV
energy above the lowest of the compared OMol25 structures with the same formula, charge and spin	410.8	kJ/mol
E	-40108.28055	eV
charge	+1
2S+1	3

Cartesian coordinates (Å):
O: -0.20709 -1.02983 -3.59833
H: -0.15727 -0.96000 -4.58406
Au: 0.38590 0.08602 -0.33244
N: 1.48067 -1.50029 -1.17752
N: -0.78718 -1.75980 0.05548
N: 0.69069 2.26261 -0.19757
N: -1.36207 0.97051 0.79255
O: 2.62738 -1.33209 -1.63206
O: 1.79941 2.75635 -0.53513
O: -2.24841 0.29694 1.49136
O: -1.81370 -1.96864 0.81836
C: -0.33982 -2.84651 -0.58656
C: 0.86204 -2.69714 -1.30464
C: -0.28844 3.00164 0.33442
C: -1.38991 2.29510 0.93463
C: 1.49289 -3.69054 -2.19854
H: 1.31504 -3.41910 -3.24682
H: 1.08200 -4.68764 -2.03408
H: 2.57353 -3.72275 -2.03639
C: -1.12391 -4.09885 -0.46214
H: -2.09682 -3.98055 -0.95911
H: -1.29799 -4.34499 0.59454
H: -0.58994 -4.92787 -0.93914
C: -0.05018 4.47173 0.42651
C: -2.37960 2.98491 1.80983
H: 0.54547 4.82049 -0.44108
H: 0.50802 4.72781 1.35547
H: -1.00840 5.02215 0.44478
H: -3.04605 2.20912 2.21805
H: -2.94880 3.72594 1.22029
H: -1.83660 3.49569 2.62828
H: 2.01305 1.39122 -1.61262
H: -2.09152 -0.75372 1.22214
C: -1.81737 -0.21292 -2.55541
H: -2.21819 -1.21319 -2.69192
H: -1.58306 0.51892 -3.31118
H: -2.29260 0.29186 -1.67660
O: 1.33433 0.81838 -2.05936
H: 0.45095 -0.35734 -3.33074
H: 0.55965 1.43669 -2.20195
N: 2.09846 1.32755 4.57253
N: 1.67225 0.54729 3.50383
N: 2.05082 -0.76491 3.40382
C: 1.66773 -1.06136 2.16090
N: 1.14560 0.01320 1.57127
N: 1.18437 1.06895 2.39715
H: 1.46408 2.11613 4.66443
H: 2.16666 0.71598 5.37536
H: 1.80391 -2.04317 1.70939

Atomic partial charges in e from the natural (NBO) method, atoms 1 to 5:
1. O -0.9161
2. H 0.4890
3. Au 1.3520
4. N 0.0137
5. N -0.1067

Question: Which value of E does entry 5 give?
Answer: -40108.28055 eV